The following is a DFT calculation (the ωB97M-V functional and the def2-TZVPD basis) of one molecule with the formula C5H10O2.

spin multiplicity	1
maximum force	0.428	eV Å⁻¹
HOMO level	-0.3367	hartree
E_LUMO	0.9823	eV
charge	0
SMILES string	COC[C@H]1C[C@H]1O

Each line ends with the Löwdin charge.
Element x y z (Å)
C: -1.42 0.80 1.78  -0.101
O: -0.17 0.50 1.19  -0.220
C: 0.03 1.09 -0.09  -0.173
C: 0.41 0.09 -1.16  -0.203
C: 1.67 -0.74 -1.06  -0.059
C: 0.34 -1.41 -1.00  -0.326
O: -0.14 -2.03 0.14  -0.011
H: -1.49 1.86 2.05  0.092
H: -1.50 0.20 2.70  0.093
H: -2.25 0.54 1.12  0.097
H: -0.90 1.60 -0.39  0.120
H: 0.82 1.85 0.01  0.129
H: 0.17 0.46 -2.16  0.134
H: 2.29 -0.85 -1.95  0.099
H: 2.23 -0.67 -0.13  0.116
H: 0.03 -1.96 -1.89  0.142
H: -0.12 -1.35 0.84  0.071